Below is C14H36Cl2O4P3Ti as an isolated structure, with properties calculated with ωB97M-V with the def2-TZVPD basis set.

Properties
Frontier orbital gap (alpha / beta) in eV: 6.414 / 5.855
HOMO (alpha / beta) in hartree: -0.565 / -0.564

```
! RIJCOSX wB97M-V def2-TZVPD def2/J DEFGRID3
* xyz 2 2
H 1.1072 -4.1496 -0.2332
Cl -0.9378 -2.3510 -0.8991
H -1.1337 2.2878 -3.4525
H 1.6340 -0.4372 2.6125
H 1.7447 -4.4656 1.4195
H 4.7349 0.8193 -1.0301
Ti 0.9759 -0.8145 -0.9432
C 3.5933 -2.3168 1.0376
H -2.6152 -2.1588 3.8199
H -0.3859 2.8308 2.2798
O 2.4650 1.7474 -0.5212
H 4.1944 -0.9007 -1.1762
H 2.0478 1.5846 -3.6226
O 0.5385 1.5942 0.9519
C 3.9442 0.1391 -1.4260
H -3.4265 2.0549 2.7194
C -4.0062 1.2305 0.8820
H -3.6479 1.0725 -0.1364
H -4.3555 0.2856 1.3156
H 4.0725 -1.3359 1.1736
C 2.6687 0.5956 -0.9185
C 1.1322 -3.8015 0.8118
H -2.6656 2.8750 1.4065
H 0.2101 4.0301 -0.4940
Cl 2.1193 -2.1762 -2.4939
C -2.4394 -1.2455 3.2218
C -0.4959 3.7433 0.3055
C -0.9839 -0.7752 -3.7941
P 1.8135 -2.1139 0.8752
H -4.8793 1.9011 0.8347
C -2.9939 1.8812 1.7922
H -1.5882 -0.7387 3.6652
C -2.2576 -1.6696 1.7870
H -0.5158 -1.7624 -3.8991
H 4.0114 -2.7811 0.1319
C 1.2746 -1.4653 2.4796
O -2.1032 -0.6870 0.7575
H 3.8261 -2.9535 1.9035
H 2.0120 -0.0582 -4.3308
H 0.1007 -3.7709 1.1827
C 1.3994 0.8151 -4.0666
H 0.1689 -1.4584 2.5146
H 1.1088 3.3903 1.6452
H -1.9131 -0.8991 -3.2225
H 0.9233 1.2171 -4.9702
H -0.1825 2.5156 -1.9510
H -1.4124 -2.4011 1.6831
H -1.3629 3.2677 -0.1575
H -1.1897 -0.3437 -4.7812
H -1.6905 1.5586 -1.9109
P 0.1349 0.3116 -2.8750
H -0.8336 4.6782 0.7676
H -3.1064 -2.2180 1.4708
O -1.7407 1.1497 2.0916
H -3.3397 -0.6240 3.3220
C -0.8032 1.8078 -2.5173
C 0.2057 2.9387 1.3650
P -0.7808 0.4459 0.8309
H 1.6651 -2.0964 3.2896
H 3.9600 0.2004 -2.5243
*
```